[1]
{
  "formula": "C3H4NO3",
  "method": "ωB97M-V/def2-TZVPD",
  "symbols": ["C", "C", "O", "N", "C", "O", "O", "H", "H", "H", "H"],
  "xyz": [[1.840, -0.428, -0.284], [0.573, -1.058, 0.229], [0.543, -2.284, 0.398], [-0.611, -0.379, 0.132], [-0.828, 1.115, -0.053], [-0.143, 1.627, -0.940], [-1.710, 1.526, 0.710], [2.181, -1.081, -1.088], [2.657, -0.458, 0.439], [1.675, 0.580, -0.635], [-1.305, -0.800, 0.719]],
  "orbital_gap_ev": 8.9,
  "charge": -1,
  "smiles": "CC(=O)NC(=O)[O-]",
  "mol_weight_g_mol": 102.069,
  "fmax_ev_per_a": 2.51,
  "homo_ha": -0.1755,
  "de_lowest_kcal_mol": 3.3
}



[2]
{
  "formula": "C5H6N2",
  "method": "ωB97M-V/def2-TZVPD",
  "symbols": ["N", "C", "C", "C", "C", "C", "N", "H", "H", "H", "H", "H", "H"],
  "xyz": [[2.368, -0.143, -0.079], [0.934, -0.114, -0.038], [0.247, 1.158, 0.116], [-1.104, 1.214, -0.025], [-1.861, 0.049, -0.062], [-1.186, -1.152, 0.069], [0.214, -1.268, 0.017], [2.819, 0.602, -0.759], [2.651, 0.175, 0.851], [0.686, 2.092, 0.184], [-1.695, 2.137, 0.024], [-2.927, 0.055, -0.312], [-1.782, -2.117, 0.092]],
  "orbital_gap_ev": 10.3,
  "smiles": "Nc1ccccn1",
  "mol_weight_g_mol": 94.117,
  "fmax_ev_per_a": 3.07,
  "homo_ha": -0.3466,
  "de_lowest_kcal_mol": 19.3
}



[3]
{
  "formula": "C5H13N3",
  "method": "ωB97M-V/def2-TZVPD",
  "symbols": ["C", "C", "C", "N", "N", "N", "C", "C", "H", "H", "H", "H", "H", "H", "H", "H", "H", "H", "H", "H", "H"],
  "xyz": [[-0.613, -0.143, -0.941], [0.702, -0.509, -1.536], [-0.918, -0.801, 2.491], [-0.004, -1.098, 1.401], [-1.780, -0.532, -1.542], [1.600, 1.234, 0.586], [1.435, 1.711, -0.617], [0.770, 0.990, -1.635], [0.498, -1.963, 1.565], [-0.790, 0.445, -0.057], [-1.721, -0.977, -2.446], [-2.624, -0.032, -1.304], [0.693, -0.336, 1.275], [2.030, 1.904, 1.216], [1.406, -0.978, -0.852], [0.627, -1.023, -2.491], [1.648, 2.764, -0.848], [0.571, 1.471, -2.582], [-0.427, -0.669, 3.469], [-1.434, 0.133, 2.269], [-1.671, -1.590, 2.578]],
  "orbital_gap_ev": 8.0,
  "mol_weight_g_mol": 115.180,
  "fmax_ev_per_a": 1.60,
  "homo_ha": -0.2576,
  "de_lowest_kcal_mol": 64.5
}



[4]
{
  "formula": "C6H9N2O5",
  "method": "ωB97M-V/def2-TZVPD",
  "symbols": ["C", "C", "C", "C", "C", "C", "N", "N", "O", "O", "O", "O", "O", "H", "H", "H", "H", "H", "H", "H", "H", "H"],
  "xyz": [[-2.052, 1.221, 0.068], [2.221, 0.985, -0.086], [-0.697, 1.415, -0.071], [1.034, 0.220, -0.868], [-0.374, -0.737, 0.929], [0.587, -1.152, -0.247], [0.238, -0.507, 2.146], [-0.023, -1.959, -1.327], [-2.587, 0.603, -1.102], [3.023, 1.548, -0.774], [-2.841, 1.418, 0.996], [2.188, 0.966, 1.161], [-0.054, 1.035, -1.207], [-0.172, 1.980, 0.665], [1.463, -0.162, -1.764], [-1.411, -1.053, 0.917], [1.525, -1.679, 0.163], [1.234, -0.308, 2.122], [-0.279, 0.084, 2.714], [-0.156, -2.910, -1.156], [-1.912, 0.418, -1.769], [-0.957, -1.426, -1.516]],
  "orbital_gap_ev": 7.6,
  "charge": -1,
  "mol_weight_g_mol": 189.147,
  "fmax_ev_per_a": 4.48,
  "homo_ha": -0.1507,
  "de_lowest_kcal_mol": 22.2
}



[5]
{
  "formula": "C3H12N4O",
  "method": "ωB97M-V/def2-TZVPD",
  "symbols": ["N", "N", "C", "N", "O", "H", "H", "H", "H", "H", "C", "N", "C", "H", "H", "H", "H", "H", "H", "H"],
  "xyz": [[1.530, -1.286, -1.205], [0.339, -1.405, -0.422], [0.420, -0.695, 0.741], [-0.317, -1.296, 1.783], [1.636, -0.187, 1.132], [1.195, -1.652, -2.113], [2.435, -1.309, -1.675], [-0.399, -2.294, 1.657], [-0.045, -0.989, 2.706], [2.210, -0.331, 0.348], [-1.980, 0.335, -0.386], [-0.606, 1.016, 0.391], [0.158, 1.875, -0.492], [-2.019, 0.481, -1.464], [-2.702, 0.993, 0.099], [-2.282, -0.698, -0.230], [-0.618, 1.197, 1.388], [-0.496, 2.621, -0.947], [0.543, 1.267, -1.318], [0.997, 2.358, 0.009]],
  "orbital_gap_ev": 7.2,
  "smiles": "N/N=C(/N)O.CNC",
  "mol_weight_g_mol": 120.156,
  "fmax_ev_per_a": 5.49,
  "homo_ha": -0.2299,
  "de_lowest_kcal_mol": 155.1
}



[6]
{
  "formula": "C15H14N2O3PtS3",
  "method": "ωB97M-V/def2-TZVPD",
  "symbols": ["Pt", "O", "C", "O", "C", "C", "C", "C", "C", "N", "H", "H", "H", "H", "S", "C", "N", "C", "C", "C", "C", "C", "C", "S", "H", "H", "H", "H", "C", "S", "C", "O", "H", "H", "H", "H", "H", "H"],
  "xyz": [[-0.042, -0.194, -0.566], [3.519, -0.161, 1.618], [2.331, -0.168, 1.337], [1.885, -0.302, 0.136], [1.349, -0.036, 2.508], [1.888, 0.094, 3.785], [1.030, 0.216, 4.863], [-0.338, 0.215, 4.636], [-0.781, 0.085, 3.330], [0.037, -0.045, 2.289], [2.962, 0.097, 3.896], [1.421, 0.317, 5.867], [-1.045, 0.317, 5.448], [-1.844, 0.096, 3.104], [-2.180, 0.295, -1.366], [-1.584, 1.868, -0.971], [-0.337, 1.783, -0.571], [0.219, 2.989, -0.196], [1.513, 3.208, 0.264], [1.874, 4.502, 0.585], [0.972, 5.562, 0.449], [-0.313, 5.348, -0.016], [-0.683, 4.048, -0.336], [-2.221, 3.471, -0.943], [2.208, 2.382, 0.348], [2.875, 4.699, 0.945], [1.284, 6.565, 0.707], [-1.008, 6.170, -0.127], [0.237, -4.633, 0.272], [0.119, -2.907, 0.703], [-1.547, -2.889, 1.348], [0.001, -2.264, -0.679], [0.138, -5.232, 1.177], [1.220, -4.784, -0.167], [-0.544, -4.870, -0.448], [-1.586, -3.493, 2.254], [-2.226, -3.266, 0.585], [-1.773, -1.849, 1.577]],
  "orbital_gap_ev": 8.0,
  "mol_weight_g_mol": 561.567,
  "fmax_ev_per_a": 0.25,
  "homo_ha": -0.2865,
  "de_lowest_kcal_mol": 11.0
}